Record 1
Molecular formula: C3H6N2O
Method: DFT, wB97M-V/def2-TZVPD

```
12
Properties=species:S:1:pos:R:3:lowdin_charge:R:1
H -2.76560 -0.35692 -1.03517 0.046
N -2.01124 0.08264 -0.52467 0.088
C -0.90641 -0.55204 -0.59372 -0.262
N 0.20527 0.06221 -0.05728 -0.133
C 1.42438 -0.59323 0.39146 -0.040
C -0.07770 1.38848 0.35312 -0.302
O 0.16704 1.81607 1.44990 0.079
H -0.74379 -1.54216 -1.03678 0.129
H 2.29632 -0.16335 -0.11949 0.090
H 1.38678 -1.66128 0.15651 0.086
H 1.55320 -0.46272 1.47057 0.089
H -0.52825 1.98230 -0.45444 0.130
```

structure (SMILES)	[H]/N=C/N(C)C=O
E	-302.64154	Eh
lowest unoccupied orbital energy	0.829	eV



Record 2
Molecular formula: C3H5NO2
Method: DFT, wB97M-V/def2-TZVPD

```
11
Properties=species:S:1:pos:R:3:lowdin_charge:R:1
N 1.46384 0.65564 0.31011 0.118
C 1.43218 -0.16561 -0.65384 -0.324
O 0.40790 -1.00118 -0.85926 -0.084
C -0.66398 -0.81728 0.06619 -0.229
C -1.24634 0.55791 -0.15102 -0.054
O -1.93192 0.88930 0.92201 0.019
H 2.32200 1.19898 0.29090 0.056
H 2.19506 -0.31353 -1.42190 0.134
H -0.32464 -1.02988 1.08843 0.125
H -1.42620 -1.55049 -0.22386 0.134
H -2.30438 1.75955 0.71906 0.104
```

E	-322.43856	Eh
lowest unoccupied orbital energy	0.933	eV